# 1
This record from OMol25 describes C4H7N5 as an isolated structure. The level of theory is ωB97M-V with the def2-TZVPD basis set.

```
16
Properties=species:S:1:pos:R:3:lowdin_charge:R:1
N 0.831 -0.825 -2.292 0.046
N 0.182 -1.337 -1.393 0.048
N 0.577 0.841 -0.607 0.199
C 1.044 0.474 -1.800 -0.451
C -2.014 -0.156 2.631 0.018
C -1.015 0.192 1.762 -0.148
N 1.848 1.206 -2.671 0.077
N 0.103 -0.382 -0.377 -0.227
C -0.179 -0.820 0.978 -0.162
H -2.454 0.643 3.119 0.021
H -2.129 -1.165 2.950 0.048
H -0.711 1.239 1.622 0.095
H 1.527 2.118 -3.029 0.094
H 2.147 0.615 -3.460 0.087
H -0.467 -1.926 0.982 0.147
H 0.712 -0.718 1.584 0.108
```

Properties
HOMO level ... -8.7 eV
2S+1 ... 1
HOMO-LUMO gap ... 9.674 eV
DFT total energy ... -430.28711 Eh
Relative energy (zero: lowest compared OMol25 entry of this formula, charge and spin) ... 460.14 kJ/mol

# 2
This record from OMol25 describes a 2-piece molecular cluster, C2H5NS overall. The level of theory is ωB97M-V with the def2-TZVPD basis set.

```
9
Properties=species:S:1:pos:R:3:lowdin_charge:R:1
C -0.274 0.289 -0.446 -0.176
C -0.250 0.088 0.835 -0.162
H -0.648 -0.554 -1.005 0.042
H -0.027 1.207 -1.069 0.072
H 0.079 0.779 1.539 0.010
H -0.485 -0.959 1.293 0.090
N 2.212 0.367 -0.886 -0.494
S 3.059 -0.186 0.373 0.602
H 2.666 0.523 -1.827 0.015
```

Properties
HOMO level (spin up / spin down) ... -8.8 / -8.8 eV
2S+1 ... 1
SMILES ... C=C.N=S
HOMO-LUMO gap (spin up / spin down) ... 7.338 / 7.326 eV
DFT total energy ... -532.00624 Eh
Relative energy (zero: lowest compared OMol25 entry of this formula, charge and spin) ... 357.94 kJ/mol

# 3
This record from OMol25 describes a 11-piece molecular cluster, C44H94NO17P overall. The level of theory is ωB97M-V with the def2-TZVPD basis set.

```
157
Properties=species:S:1:pos:R:3:lowdin_charge:R:1
C -4.208 -0.557 6.891 -0.053
C -3.379 0.685 7.020 -0.125
C -3.561 1.839 5.824 -0.159
C -4.042 0.973 4.478 -0.044
C -2.792 0.346 3.577 -0.009
C -1.200 0.516 3.932 -0.169
C -0.345 1.413 2.850 -0.188
C 1.142 0.761 2.485 -0.190
C 2.342 1.885 2.380 -0.196
C 2.853 2.033 0.815 -0.224
C 4.304 1.285 0.524 -0.200
C 5.001 2.157 -0.720 -0.225
C 6.480 1.595 -1.159 -0.223
C 6.465 -0.008 -1.568 -0.257
C 5.545 -0.334 -2.895 -0.133
C -3.184 -0.544 2.257 0.033
C -4.765 -0.781 1.895 0.016
C -6.032 -0.187 2.749 -0.107
P -7.808 -0.607 2.184 0.751
O -7.823 -2.160 1.752 -0.383
O -8.276 0.282 0.750 -0.240
O -9.002 -0.497 3.489 -0.206
C -5.652 0.738 4.089 -0.042
C -6.857 1.414 5.022 -0.113
C -7.590 2.561 4.061 -0.183
O -9.060 2.486 4.078 -0.124
C -9.612 2.592 2.698 -0.131
O -10.893 2.223 2.424 -0.052
C -4.669 -1.744 0.571 -0.237
O -5.581 -2.181 -0.302 -0.001
N -3.239 -2.208 0.402 0.073
C -2.264 -1.321 1.145 -0.231
O -0.966 -1.241 0.840 -0.003
H -3.920 -1.436 6.149 0.081
H -5.226 -0.696 7.474 0.077
H -2.631 0.784 7.915 0.101
H -4.357 2.652 6.110 0.105
H -2.530 2.402 5.630 0.105
H -0.732 -0.581 3.889 0.131
H -0.996 0.959 4.998 0.106
H -0.974 1.502 1.866 0.103
H -0.124 2.454 3.370 0.113
H 1.492 -0.028 3.297 0.113
H 1.131 0.190 1.450 0.103
H 3.278 1.476 2.992 0.107
H 2.051 2.948 2.775 0.094
H 3.028 3.183 0.572 0.096
H 2.039 1.657 0.039 0.112
H 4.168 0.175 0.116 0.108
H 4.986 1.269 1.479 0.110
H 5.034 3.299 -0.405 0.112
H 4.231 2.077 -1.626 0.106
H 7.306 1.715 -0.331 0.110
H 6.876 2.200 -2.101 0.115
H 7.568 -0.348 -1.828 0.094
H 6.106 -0.659 -0.635 0.102
H 6.237 -0.155 -3.837 0.052
H 4.627 0.420 -2.993 0.073
H 5.139 -1.444 -2.895 0.080
H -7.849 -0.250 -0.011 0.107
H -8.542 -0.975 4.257 0.092
H -6.431 1.989 5.967 0.083
H -7.614 0.611 5.437 0.124
H -7.195 2.396 2.967 0.114
H -7.291 3.667 4.373 0.146
H -8.995 2.994 1.779 0.168
H -3.067 -3.156 0.809 0.154
C -11.176 -0.590 -0.830 -0.083
C -12.100 0.419 -1.478 -0.329
O -12.772 1.173 -0.480 -0.081
H -11.741 -1.266 -0.179 0.085
H -10.654 -1.183 -1.586 0.077
H -10.434 -0.088 -0.201 0.045
H -12.854 -0.088 -2.089 0.087
H -11.542 1.107 -2.121 0.102
H -12.095 1.626 0.051 0.070
C 11.507 -0.953 -2.528 -0.093
C 10.583 0.057 -3.177 -0.323
O 9.911 0.811 -2.178 -0.102
H 10.942 -1.628 -1.877 0.082
H 12.029 -1.545 -3.284 0.072
H 12.249 -0.451 -1.899 0.069
H 9.830 -0.450 -3.787 0.082
H 11.142 0.745 -3.819 0.109
H 10.588 1.264 -1.647 0.087
C 7.677 -1.641 -7.242 -0.078
C 8.240 -0.976 -6.003 -0.318
O 9.228 -1.808 -5.413 -0.103
H 7.236 -2.611 -6.992 0.050
H 6.911 -1.014 -7.707 0.080
H 8.469 -1.830 -7.974 0.082
H 7.449 -0.809 -5.265 0.083
H 8.694 -0.011 -6.247 0.113
H 9.929 -1.944 -6.072 0.101
C -7.967 4.651 9.178 -0.089
C -6.860 4.673 8.145 -0.313
O -6.789 3.420 7.482 -0.123
H -7.791 3.858 9.913 0.080
H -8.031 5.609 9.702 0.078
H -8.932 4.441 8.707 0.076
H -5.894 4.862 8.622 0.117
H -7.035 5.455 7.399 0.110
H -7.649 3.265 7.054 0.080
C -14.046 -2.741 -3.241 -0.092
C -13.326 -3.516 -4.324 -0.325
O -14.124 -3.566 -5.497 -0.089
H -15.009 -3.207 -3.009 0.082
H -13.446 -2.697 -2.327 0.070
H -14.259 -1.719 -3.572 0.051
H -13.134 -4.543 -3.997 0.115
H -12.368 -3.048 -4.571 0.106
H -14.281 -2.650 -5.784 0.084
C 14.859 -4.831 -1.183 -0.088
C 13.935 -3.821 -1.832 -0.329
O 13.263 -3.067 -0.834 -0.099
H 14.295 -5.506 -0.533 0.081
H 15.382 -5.423 -1.940 0.073
H 15.601 -4.329 -0.554 0.058
H 13.182 -4.328 -2.442 0.113
H 14.494 -3.133 -2.474 0.106
H 13.941 -2.614 -0.303 0.049
C -13.430 1.382 -4.803 -0.093
C -12.110 1.457 -5.542 -0.328
O -11.957 2.739 -6.132 -0.088
H -14.265 1.573 -5.485 0.080
H -13.566 0.398 -4.345 0.046
H -13.479 2.145 -4.019 0.078
H -12.075 0.708 -6.338 0.114
H -11.270 1.280 -4.864 0.102
H -11.981 3.397 -5.416 0.088
C -0.593 5.133 -0.390 -0.088
C 0.141 4.008 0.312 -0.323
O 1.276 4.521 0.994 -0.116
H 0.067 5.636 -1.104 0.080
H -1.468 4.753 -0.925 0.076
H -0.920 5.890 0.329 0.073
H 0.485 3.265 -0.413 0.109
H -0.508 3.509 1.037 0.086
H 0.959 5.174 1.641 0.097
C 17.267 -1.114 2.273 -0.092
C 16.637 -2.022 1.237 -0.327
O 15.228 -1.848 1.233 -0.095
H 16.868 -1.332 3.269 0.080
H 18.353 -1.240 2.292 0.077
H 17.037 -0.065 2.061 0.075
H 16.851 -3.070 1.466 0.114
H 17.021 -1.801 0.237 0.111
H 15.048 -0.916 1.021 0.099
C 6.026 -6.079 -5.028 -0.095
C 7.346 -6.005 -5.768 -0.320
O 7.499 -4.722 -6.358 -0.109
H 5.191 -5.888 -5.711 0.077
H 5.890 -7.064 -4.571 0.073
H 5.977 -5.317 -4.244 0.073
H 7.381 -6.754 -6.564 0.113
H 8.186 -6.182 -5.089 0.109
H 7.475 -4.065 -5.641 0.071
```

Properties
HOMO level ... -8.1 eV
2S+1 ... 1
SMILES ... C=CCc1c(CCCCCCCCCC)c2c(c(P(=O)(O)O)c1CCOC=O)C(=O)NC2=O.CCO.CCO.CCO.CCO.CCO.CCO.CCO.CCO.CCO.CCO
HOMO-LUMO gap ... 6.244 eV
DFT total energy ... -3407.21260 Eh

# 4
This record from OMol25 describes a 4-piece molecular cluster, C21H21F24NO6P2 overall. The level of theory is ωB97M-V with the def2-TZVPD basis set.

```
75
Properties=species:S:1:pos:R:3:lowdin_charge:R:1
F 2.182 -2.243 1.208 0.087
C 1.772 -1.047 1.685 -0.299
F 0.615 -0.740 1.051 0.088
C 2.800 0.063 1.434 -0.435
F 2.903 0.325 0.110 0.129
F 2.285 1.182 2.015 0.097
C 4.208 -0.104 2.035 -0.034
O 5.260 -0.616 1.222 0.049
C 5.454 -1.967 1.050 -0.536
F 4.736 -2.690 1.935 0.142
F 6.756 -2.218 1.310 0.145
C 5.209 -2.420 -0.395 -0.281
F 3.996 -2.046 -0.841 0.101
F 5.265 -3.774 -0.438 0.090
H 1.559 -1.144 2.752 0.170
H 4.533 0.913 2.248 0.149
H 4.170 -0.608 3.000 0.148
H 5.965 -2.000 -1.061 0.176
F -2.410 7.531 -3.709 0.108
C -3.169 6.786 -2.889 -0.301
F -3.021 7.266 -1.632 0.103
C -2.755 5.312 -2.888 -0.424
F -1.543 5.152 -2.323 0.142
F -3.657 4.690 -2.053 0.071
C -2.808 4.536 -4.216 -0.039
O -1.618 4.369 -4.970 0.049
C -1.165 5.324 -5.860 -0.531
F -2.111 6.250 -6.117 0.149
F -0.920 4.683 -7.022 0.147
C 0.164 5.954 -5.423 -0.285
F 0.089 6.455 -4.176 0.102
F 0.469 6.965 -6.268 0.103
H -4.219 6.887 -3.179 0.177
H -3.058 3.516 -3.923 0.150
H -3.636 4.871 -4.842 0.149
H 0.959 5.206 -5.452 0.176
F 0.773 -7.276 -0.568 0.099
C 2.030 -7.418 -1.027 -0.304
F 2.078 -8.569 -1.741 0.095
C 3.064 -7.494 0.099 -0.439
F 2.913 -8.638 0.803 0.132
F 4.274 -7.575 -0.525 0.103
C 3.169 -6.306 1.069 -0.039
O 2.495 -6.368 2.321 0.048
C 1.169 -6.026 2.464 -0.535
F 0.700 -5.380 1.378 0.148
F 1.102 -5.153 3.497 0.136
C 0.287 -7.220 2.853 -0.286
F 0.424 -8.243 1.991 0.103
F -1.010 -6.831 2.844 0.098
H 2.262 -6.586 -1.699 0.173
H 4.219 -6.280 1.357 0.149
H 2.984 -5.356 0.565 0.138
H 0.552 -7.568 3.854 0.175
O -5.360 5.052 1.537 -0.286
P -4.334 4.013 1.426 0.352
O -3.943 3.497 2.878 -0.111
O -3.018 4.664 0.799 -0.126
C -5.000 2.695 0.360 -0.445
P -4.802 0.937 0.916 0.933
C -3.230 0.856 1.790 -0.483
C -3.078 0.178 2.987 -0.100
C -1.853 0.147 3.598 -0.146
N -0.724 0.699 3.135 0.079
C -0.907 1.342 1.976 -0.170
C -2.086 1.467 1.295 -0.114
H -2.973 3.514 2.969 0.092
H -3.178 4.972 -0.104 0.044
H -4.593 2.768 -0.644 0.029
H -6.066 2.888 0.310 0.052
H -5.764 0.819 1.938 -0.042
H -3.916 -0.324 3.446 0.103
H -1.778 -0.367 4.551 0.108
H -0.030 1.810 1.546 0.103
H -2.112 2.038 0.377 0.104
```

Properties
HOMO level ... -8.9 eV
2S+1 ... 1
SMILES ... FC(F)C(F)(F)COC(F)(F)C(F)F.FC(F)C(F)(F)COC(F)(F)C(F)F.FC(F)C(F)(F)COC(F)(F)C(F)F.O=P(O)(O)CPc1ccncc1
HOMO-LUMO gap ... 9.096 eV
DFT total energy ... -4398.59765 Eh

Result set for F_max: 5.7; 3.3; 9.4; 2.8 eV/A, one per record in the order listed.